A cluster of 5 separate species, C26H27N5O2 in total. Source: the OMol25 dataset; level of theory: the ωB97M-V functional and the def2-TZVPD basis.

The value obtained for the total energy is -1431.1702 Eh. As for the structure (SMILES): [H]/N=C\Cc1ccc2c(c1)C(=O)c1cc(CC)ccc1C2=O.CC#N.CC#N.CC#N.CC#N. The LUMO energy comes out at -0.44 eV. The relative energy (zero: lowest compared OMol25 entry of this formula, charge and spin) comes out at 90.4 kcal/mol.

```
60
Properties=species:S:1:pos:R:3:forces:R:3:lowdin_charge:R:1
C -5.057 0.335 -2.618 0.137 -0.112 0.076 -0.282
N -6.015 0.733 -3.108 -0.149 0.069 -0.071 0.117
C 2.242 -0.689 -3.609 0.012 -0.056 -0.272 -0.192
O -1.324 -3.757 -1.737 -0.048 -0.534 -0.088 0.128
C 1.159 -2.782 -3.065 0.235 0.108 -0.396 0.010
C 0.329 -2.107 -2.183 -0.160 0.167 0.128 -0.088
H 7.903 4.424 -5.218 0.001 0.006 -0.004 0.081
N 6.844 2.018 -3.486 -0.021 -0.184 0.093 0.130
C -1.053 -1.022 2.540 0.042 0.069 -0.041 -0.202
H -1.689 -0.983 4.592 0.109 0.142 -0.156 0.046
H -3.898 -4.281 5.895 -0.007 -0.007 -0.001 0.083
C 6.864 2.951 -4.151 -0.028 0.164 -0.101 -0.282
N 2.735 2.357 -4.787 0.291 -0.048 0.131 0.100
C -3.840 -0.169 -1.991 -0.178 -0.019 -0.033 -0.068
C -1.028 -3.018 1.141 -0.149 0.195 0.197 0.007
C 0.199 0.087 4.447 -0.315 -0.100 0.511 -0.100
H -4.094 -0.719 -1.086 0.018 -0.016 -0.002 0.088
C -0.838 -2.234 0.014 -0.029 0.239 0.480 -0.097
H 6.383 4.962 -4.478 -0.012 0.001 -0.005 0.084
N -0.696 2.857 3.413 0.072 0.067 -0.155 0.165
C -1.578 3.538 3.678 -0.119 0.129 0.039 -0.242
C 0.431 -0.724 -2.027 0.359 -0.267 -0.318 -0.070
C -4.190 -3.404 6.470 0.020 0.025 -0.007 -0.063
H 3.264 -0.237 -5.451 -0.141 0.167 -0.124 0.121
N -2.208 -1.717 6.574 0.031 -0.024 0.223 0.150
H -1.096 -4.093 1.068 -0.007 -0.062 -0.157 0.120
H 2.178 1.864 -5.489 -0.099 0.192 -0.069 0.053
H 1.483 1.054 -2.612 -0.147 0.083 -0.003 0.122
C 1.388 -0.014 -2.743 0.016 -0.153 -0.131 0.053
C -1.119 -2.408 2.391 0.031 0.116 -0.191 -0.008
C -2.701 4.404 4.018 0.013 -0.020 -0.004 -0.060
H -1.737 0.558 3.726 -0.261 0.008 0.044 0.080
H 4.277 -0.424 -4.037 0.140 -0.025 -0.150 0.118
C 3.341 0.012 -4.393 0.275 -0.210 0.729 -0.136
H 0.525 -0.603 5.223 0.276 -0.239 -0.190 0.065
H 0.951 0.212 3.673 0.108 -0.097 -0.041 0.072
H 4.081 1.801 -3.349 -0.008 0.269 0.067 0.090
H -2.380 5.444 4.011 -0.006 0.006 0.000 0.084
H -0.798 0.848 1.463 -0.013 0.091 0.137 0.117
C -0.863 -0.229 1.403 -0.192 -0.561 -0.274 0.053
H -5.049 -2.936 5.993 -0.006 -0.007 -0.003 0.084
H -3.075 4.152 5.009 -0.004 0.003 0.002 0.084
H 1.081 -3.850 -3.208 -0.188 -0.069 0.127 0.123
C -0.508 -0.064 -1.080 0.104 -0.233 0.187 -0.298
C -3.081 -2.459 6.528 -0.123 -0.119 0.041 -0.256
H -3.186 0.658 -1.733 0.022 0.033 0.008 0.057
H 0.088 1.046 4.941 0.038 0.145 0.029 0.040
C -0.752 -0.842 0.165 0.104 -0.183 -0.103 -0.083
H -3.500 4.274 3.291 -0.004 0.006 -0.001 0.084
C -1.162 -0.350 3.881 0.170 0.122 -0.311 -0.215
C 3.412 1.497 -4.148 -0.311 -0.274 -0.415 -0.276
H -4.465 -3.713 7.476 -0.006 -0.007 0.001 0.083
C 6.877 4.141 -4.994 0.015 -0.018 0.006 -0.066
O -1.052 0.985 -1.323 0.160 0.634 0.022 0.116
H -3.321 -0.836 -2.679 0.012 0.001 0.004 0.086
C -0.690 -2.809 -1.348 0.248 0.128 0.077 -0.305
H 6.350 3.938 -5.924 -0.016 0.007 0.003 0.083
H -1.238 -3.029 3.269 -0.037 0.010 0.087 0.112
H 2.782 -2.578 -4.461 0.047 -0.125 -0.046 0.117
C 2.115 -2.073 -3.777 -0.319 0.361 0.414 -0.017
```
Positions in Å, forces in eV/Å.

=====

A cluster of 2 separate species, C10H20Si in total in a non-equilibrium geometry. Source: the OMol25 dataset; level of theory: the ωB97M-V functional and the def2-TZVPD basis.

The value obtained for the total energy is -682.3162 Eh. The LUMO energy comes out at 0.71 eV. The relative energy (zero: lowest compared OMol25 entry of this formula, charge and spin) comes out at 95.4 kcal/mol.

```
31
Properties=species:S:1:pos:R:3:forces:R:3:lowdin_charge:R:1
C -3.221 1.443 -0.682 0.283 1.814 -2.315 -0.266
H -0.315 -3.221 0.156 -0.447 -0.792 -1.320 0.003
H -4.559 2.182 0.854 -0.266 0.710 -0.530 0.067
C 3.811 -1.010 -0.836 -2.158 0.273 -0.923 -0.355
H -1.266 1.713 0.589 -1.005 -0.186 -0.761 0.110
H 4.646 -2.521 0.350 0.712 0.523 -0.348 0.076
Si 0.149 -0.770 0.520 3.847 -0.744 0.070 0.814
H 5.912 -1.466 -0.534 -0.328 0.060 0.517 0.068
C -1.117 -0.085 -0.680 -0.903 -0.082 0.776 -0.293
H 1.175 -2.943 1.040 0.637 -0.170 -0.111 0.017
H -0.418 -0.096 2.844 0.973 0.937 -1.058 0.050
C -4.248 2.559 -0.141 3.463 -0.560 0.517 -0.117
H 5.050 -2.712 -1.369 -0.506 0.876 0.549 0.091
H 3.234 -0.618 -2.930 -0.825 -1.256 -1.606 0.033
H -0.557 0.404 -1.458 0.186 0.420 -0.408 0.058
H 3.660 0.777 -2.095 0.169 1.808 0.285 0.031
H -4.008 0.694 -1.024 1.964 -0.104 0.403 0.109
H 0.769 1.203 2.212 -0.069 -0.667 0.088 0.024
H -3.619 3.494 -0.081 -1.195 -0.653 0.334 0.075
C 0.549 0.122 2.234 -2.620 -0.922 -0.096 -0.205
H 1.196 -0.461 2.888 0.794 0.122 -0.650 0.016
C 0.164 -2.630 0.877 -0.405 1.475 1.119 -0.205
C 4.918 -1.932 -0.558 0.215 -1.441 -0.117 -0.095
C 2.533 -0.706 -0.694 -0.972 0.302 0.256 -0.053
H -5.042 2.665 -0.866 -0.251 0.054 0.117 0.051
C 3.231 -0.172 -1.990 0.930 -0.971 2.545 -0.167
H -2.668 1.887 -1.640 -1.644 -0.904 1.512 0.129
H -0.371 -2.829 1.803 -0.139 0.087 0.284 0.026
H -1.761 -0.858 -1.204 0.748 0.710 0.899 0.102
C -1.963 0.949 0.150 -1.788 -0.825 0.219 -0.293
H -2.425 0.440 1.029 0.600 0.105 -0.245 0.097
```
Positions in Å, forces in eV/Å.

=====

A cluster of 2 separate species, C4H11N2 in total. Source: the OMol25 dataset; level of theory: the ωB97M-V functional and the def2-TZVPD basis.

As for the net charge: +1. The value obtained for the total energy is -268.2209 Eh. The LUMO energy comes out at -3.43 eV. The relative energy (zero: lowest compared OMol25 entry of this formula, charge and spin) comes out at 52.7 kcal/mol.

```
17
Properties=species:S:1:pos:R:3:forces:R:3:lowdin_charge:R:1
C 2.111 0.596 1.769 -0.221 0.159 -0.033 -0.057
H 2.061 -0.383 2.218 -0.019 -0.112 0.177 0.058
H 0.607 -0.297 -1.283 0.004 0.088 0.036 0.124
N -2.501 0.008 0.923 -0.009 -0.285 -0.003 0.105
C -1.442 -0.555 -1.139 0.071 0.168 -0.022 -0.100
H -0.499 0.302 0.531 0.096 -0.232 0.111 0.109
H 1.923 1.456 2.399 0.099 -0.043 0.056 0.064
H -2.359 0.159 1.906 0.026 0.084 0.000 0.111
H -2.322 -0.807 -1.711 0.141 -0.194 0.017 0.123
H 0.047 -1.537 -2.205 0.018 0.010 0.022 0.173
H -3.332 -0.515 0.691 0.014 0.148 0.023 0.117
C 2.385 0.730 0.482 0.015 -0.236 -0.158 -0.103
H -0.168 0.007 -2.714 -0.031 0.141 -0.007 0.173
H 2.583 -0.159 -0.114 0.146 0.098 -0.055 0.047
N -0.169 -0.589 -1.884 -0.035 -0.226 -0.058 0.182
C -1.418 -0.108 0.122 -0.282 0.348 -0.032 -0.181
H 2.493 1.694 0.009 -0.033 0.086 -0.075 0.056
```
Positions in Å, forces in eV/Å.

=====

A cluster of 9 separate species, C21H58ClO22S8 in total in a non-equilibrium geometry. Source: the OMol25 dataset; level of theory: the ωB97M-V functional and the def2-TZVPD basis.

As for the multiplicity: 2. The value obtained for the total energy is -6135.2149 Eh. Its expectation value of S² is 0.757. The LUMO energy (alpha / beta) comes out at -2.20 / -6.61 eV.

```
110
Properties=species:S:1:pos:R:3:forces:R:3:lowdin_charge:R:1
H 18.471 2.980 -10.186 -0.178 0.143 0.077 0.079
H 18.838 11.926 -9.532 -1.011 -0.611 -0.125 0.107
C 12.603 11.013 -9.998 -1.126 1.937 0.518 -0.076
H 16.801 7.777 -4.689 0.073 -0.172 0.026 0.059
H 15.784 16.160 -6.609 -0.315 0.311 -0.152 0.055
H 24.283 16.048 -6.717 -0.375 -0.274 -0.023 0.076
O 21.416 12.517 -6.274 0.886 3.644 -1.335 -0.311
H 23.938 16.540 -5.043 0.161 0.008 -0.033 0.073
O 19.526 7.230 -4.118 -1.816 -1.802 -2.624 -0.332
C 13.920 12.981 -3.850 0.246 -0.944 0.766 -0.253
H 12.824 10.664 -8.989 -0.205 -0.355 -0.184 0.059
O 18.968 12.741 -11.365 -1.778 -0.305 -3.079 -0.298
H 16.860 8.803 -9.460 0.440 0.492 -0.179 0.036
C 18.668 9.122 -6.293 -0.405 0.215 -0.461 -0.271
S 21.501 13.855 -6.930 -1.343 -1.141 -0.353 0.713
H 19.190 14.411 -6.422 0.236 -0.004 0.031 0.066
C 19.239 11.641 -10.504 1.109 0.038 1.193 -0.298
O 15.555 6.520 -10.681 1.767 -0.956 1.433 -0.287
H 19.470 11.029 -6.820 -0.393 0.041 0.433 0.056
H 19.950 3.065 -9.279 0.259 0.164 -0.078 0.080
C 16.929 16.142 -9.383 0.182 -0.019 0.566 -0.265
H 13.894 17.784 -8.112 -0.268 -0.293 0.113 0.074
H 11.048 12.924 -6.161 0.268 -0.048 -0.126 0.081
H 14.782 18.366 -6.704 -0.041 0.038 0.077 0.073
O 19.179 5.227 -5.717 -0.985 3.372 0.656 -0.310
S 10.744 11.460 -10.019 1.858 -0.772 -1.738 0.714
H 17.241 17.121 -9.018 0.732 0.094 -0.348 0.049
H 12.092 13.542 -8.637 0.176 -0.005 0.385 0.109
H 18.550 9.290 -5.223 -0.062 0.200 -0.068 0.113
C 22.104 16.310 -6.197 1.781 1.885 -0.258 -0.300
H 15.527 15.889 -4.861 -0.482 0.225 0.149 0.091
H 16.195 11.479 -11.200 0.302 0.208 0.251 0.050
S 16.657 6.492 -9.727 2.872 2.859 0.284 0.697
H 21.898 16.672 -7.204 -0.783 -1.201 -0.463 0.113
H 17.443 17.661 -11.712 0.147 -0.042 -0.030 0.054
O 21.744 15.008 -5.772 0.080 -1.557 -1.096 -0.260
O 10.443 12.505 -11.041 0.511 -2.189 2.648 -0.326
C 19.769 9.983 -6.878 0.320 0.517 0.134 -0.056
O 13.191 17.257 -4.651 -0.183 -0.848 -0.896 -0.276
C 11.068 13.434 -8.282 -1.235 0.314 -0.477 -0.270
O 22.357 14.119 -8.099 -1.219 -0.561 2.409 -0.300
H 15.543 12.274 -12.606 0.205 0.048 -0.255 0.065
C 10.778 13.755 -6.813 0.201 -0.513 -0.372 -0.047
O 10.589 12.110 -8.507 -0.004 -2.043 -1.066 -0.283
C 17.308 16.630 -12.037 0.534 -0.215 0.376 -0.242
H 10.389 13.989 -8.930 0.475 0.883 0.055 0.111
H 17.768 9.336 -6.869 -0.349 0.480 0.474 0.109
H 15.562 11.101 -2.433 0.241 0.556 0.260 0.061
H 16.059 13.291 -11.261 0.527 -0.163 0.037 0.033
O 16.497 6.404 -8.283 -0.769 -0.907 -1.252 -0.323
H 20.984 12.456 -9.584 0.025 -0.140 0.257 0.055
O 15.255 13.784 -1.686 -0.879 -0.195 0.149 -0.586
Cl 15.695 12.094 -7.745 1.295 0.750 -0.578 0.600
H 21.315 11.831 -11.120 -0.173 -0.438 -0.300 0.094
H 14.898 12.678 -4.225 0.150 0.092 0.119 0.046
H 13.247 12.159 -4.092 -0.317 0.352 -0.363 0.045
H 19.801 3.851 -10.896 0.214 0.073 0.163 0.078
H 19.643 5.586 -9.034 -0.186 0.162 0.056 0.124
O 18.781 7.714 -6.541 1.122 -3.158 1.251 -0.310
H 20.719 9.966 -6.345 -0.009 -0.407 -0.116 0.082
H 13.067 18.818 -6.873 -0.160 -0.315 0.021 0.078
H 9.705 13.892 -6.678 0.100 0.282 0.000 0.086
C 20.706 11.630 -10.239 1.419 0.571 0.062 -0.062
C 16.282 12.377 -11.812 0.675 -0.579 -0.809 -0.097
H 13.661 13.933 -4.313 -0.388 -0.067 0.510 0.013
C 18.822 4.903 -9.252 -0.421 -1.023 0.040 -0.261
H 17.095 15.416 -8.588 -0.127 -0.076 0.074 0.011
H 16.357 6.399 -5.757 0.676 0.401 -0.693 0.051
H 19.016 10.627 -10.834 -0.983 0.469 -0.408 0.106
O 17.862 13.545 -13.578 0.928 -1.137 1.475 -0.312
C 17.643 8.149 -9.842 -1.425 -2.097 -0.092 -0.067
H 16.571 6.060 -4.157 0.841 0.170 0.627 0.067
C 19.751 14.324 -7.353 1.295 -0.416 0.362 -0.097
S 13.434 16.591 -5.998 1.842 1.148 1.015 1.081
H 17.992 8.329 -10.859 -0.356 0.068 0.058 0.060
O 16.843 12.491 -6.936 -0.546 0.131 -0.306 -0.371
S 17.951 15.477 -10.786 -0.204 1.057 0.678 0.836
O 15.335 13.186 -8.645 -0.372 0.544 0.722 -0.398
H 23.749 17.673 -6.394 -0.029 0.110 0.109 0.074
C 19.308 3.637 -9.948 -0.130 -0.098 0.066 -0.069
H 13.088 11.986 -10.079 0.256 -0.035 -0.169 0.032
H 16.248 16.419 -12.180 0.093 -0.149 -0.182 0.055
O 14.621 11.723 -6.895 -1.302 0.394 0.966 -0.350
H 15.014 14.684 -6.075 -0.299 -0.045 -0.009 0.041
H 19.922 9.900 -7.954 0.043 -0.758 0.025 0.057
C 15.110 15.748 -5.858 -0.170 -0.488 -0.374 -0.117
C 23.622 16.637 -6.082 -0.665 -0.217 0.602 -0.064
H 11.343 14.629 -6.489 -0.194 0.149 -0.006 0.028
H 13.943 10.590 -2.512 -0.467 -0.128 0.660 0.050
H 19.816 15.266 -7.898 -0.151 -0.197 -0.165 0.046
C 14.606 11.225 -1.924 -0.134 0.454 -0.383 -0.255
H 14.690 11.032 -0.855 -0.112 -0.492 -0.238 0.049
O 16.012 10.991 -8.569 0.764 -1.376 -0.752 -0.350
O 10.134 10.136 -10.060 -0.227 2.375 0.517 -0.302
H 19.325 13.498 -7.922 0.122 0.203 -0.206 0.041
H 18.277 4.617 -8.352 0.242 0.313 0.175 0.104
H 17.915 16.393 -12.911 -0.307 0.190 -0.174 0.050
O 18.255 11.091 -13.185 -0.092 1.058 0.496 -0.288
H 12.955 10.358 -10.795 -0.685 -0.036 0.080 0.074
H 15.856 16.275 -9.518 -0.104 -0.629 -0.648 0.038
O 17.890 5.485 -10.178 -2.169 0.852 -0.702 -0.288
H 21.539 17.009 -5.580 0.052 -0.213 0.391 0.117
C 16.974 6.726 -4.920 0.090 -0.710 -0.154 -0.105
O 19.370 15.844 -10.464 -1.047 -0.052 -0.167 -0.517
C 13.804 18.036 -7.055 0.313 -0.044 -0.088 -0.169
H 18.480 8.025 -9.155 -0.221 0.009 0.083 0.041
S 14.029 12.961 -1.983 1.614 0.336 -1.578 0.839
S 17.943 12.404 -12.672 -1.289 0.610 1.181 0.675
H 20.996 10.680 -9.792 0.152 0.106 0.055 0.081
S 18.786 6.574 -5.243 0.750 1.555 0.335 0.755
```
Positions in Å, forces in eV/Å.